1.
ORCA calculation (ωB97M-V/def2-TZVPD) on a molecular structure, C50H37N9SSeSnTe at a distorted geometry.

Properties
- LUMO: -0.58 eV

```
100
Properties=species:S:1:pos:R:3:forces:R:3
Sn -0.454 -0.060 0.213 -0.20 0.28 0.46
N -2.837 3.578 1.938 0.02 0.00 0.08
C -2.080 2.493 1.644 0.07 -0.15 -0.23
S -2.558 1.570 0.281 -0.10 0.00 0.00
N -1.050 2.318 2.445 -0.04 0.49 0.55
N -0.187 1.336 2.167 0.27 -0.48 -0.11
C 0.832 1.199 2.964 -0.66 0.41 -0.07
C 1.003 2.062 4.163 -0.05 0.06 0.11
C 1.030 1.491 5.433 -0.08 -0.03 -0.10
C 1.148 2.287 6.563 0.01 -0.01 0.08
C 1.239 3.664 6.436 0.01 -0.02 0.01
C 1.206 4.241 5.174 0.03 0.03 -0.03
C 1.085 3.447 4.045 0.12 -0.03 0.00
C 1.824 0.165 2.664 0.55 -0.30 -0.14
C 2.989 0.008 3.422 -0.14 0.14 0.01
C 3.884 -0.990 3.087 0.04 -0.13 -0.15
C 3.622 -1.806 1.995 0.03 0.08 0.11
C 2.468 -1.561 1.272 -0.12 -0.08 -0.10
N 1.604 -0.608 1.594 -0.19 -0.06 0.34
H -3.736 3.657 1.501 -0.04 0.04 0.01
H -2.658 4.057 2.806 0.00 -0.03 0.00
H 0.934 0.416 5.538 0.03 -0.01 -0.01
H 1.164 1.827 7.543 -0.01 0.01 0.00
H 1.333 4.286 7.316 -0.01 0.00 0.00
H 1.269 5.316 5.068 0.01 0.00 0.00
H 1.050 3.901 3.065 -0.03 -0.01 -0.02
H 3.181 0.661 4.260 0.01 0.00 -0.01
H 4.788 -1.131 3.665 -0.02 0.02 0.04
H 4.287 -2.607 1.708 0.00 -0.01 0.00
H 2.212 -2.149 0.396 0.04 -0.04 0.02
Se 0.059 6.159 -5.343 -0.03 0.36 -0.20
N -1.155 4.908 -5.065 -0.36 -0.37 0.07
C -0.583 3.944 -4.387 0.14 0.40 -0.16
C -1.257 2.727 -3.983 -0.04 -0.45 0.20
C -2.600 2.477 -4.268 0.09 0.04 -0.04
C -3.152 1.276 -3.884 -0.09 0.07 -0.02
C -2.342 0.352 -3.231 0.08 -0.04 0.06
N -1.075 0.578 -2.937 0.21 0.26 -0.11
C -0.526 1.748 -3.290 -0.53 0.04 -0.21
C 0.873 1.988 -2.913 0.46 0.19 0.14
N 1.470 1.055 -2.168 0.00 0.10 -0.27
C 2.719 1.241 -1.785 -0.05 0.00 0.00
C 3.455 2.378 -2.106 0.04 0.11 -0.01
C 2.853 3.354 -2.871 -0.08 -0.02 -0.07
C 1.537 3.167 -3.292 -0.01 -0.38 0.27
C 0.809 4.153 -4.064 -0.11 0.37 -0.23
N 1.328 5.276 -4.492 0.37 -0.26 0.27
H -3.172 3.231 -4.792 -0.03 -0.01 0.00
H -4.191 1.052 -4.082 0.01 -0.03 0.00
H -2.726 -0.616 -2.921 -0.03 0.02 -0.01
H 3.152 0.444 -1.185 0.01 0.01 -0.01
H 4.470 2.492 -1.751 0.01 -0.02 -0.02
H 3.365 4.264 -3.153 0.04 -0.01 0.02
N -1.666 -1.554 1.051 0.05 0.00 0.19
C -1.694 -2.579 1.784 0.03 0.26 -0.32
C -2.941 -3.414 1.846 -0.17 -0.13 0.06
C -3.190 -4.281 2.909 0.01 0.09 -0.11
C -4.371 -5.008 2.959 -0.05 -0.07 0.06
C -5.310 -4.887 1.946 0.02 -0.01 0.04
C -5.071 -4.019 0.888 -0.05 0.01 -0.02
C -3.899 -3.284 0.843 0.05 0.00 0.01
C -0.554 -3.098 2.612 0.14 0.03 -0.04
C -0.121 -2.436 3.754 -0.10 0.03 -0.03
C 0.905 -2.965 4.523 0.09 0.04 0.03
C 1.520 -4.151 4.146 0.05 0.02 0.00
C 1.114 -4.798 2.987 0.01 -0.04 -0.01
C 0.074 -4.281 2.230 0.04 0.05 0.02
H -2.466 -4.373 3.709 0.02 -0.04 -0.01
H -4.561 -5.671 3.794 0.01 0.00 0.00
H -6.226 -5.461 1.985 0.00 0.01 -0.01
H -5.811 -3.913 0.104 0.03 0.01 -0.02
H -3.698 -2.584 0.042 -0.01 0.00 -0.01
H -0.614 -1.515 4.045 0.01 0.02 0.01
H 1.228 -2.453 5.422 -0.01 0.00 0.01
H 2.310 -4.572 4.755 0.02 0.03 -0.01
H 1.601 -5.716 2.682 -0.01 0.01 -0.02
H -0.253 -4.792 1.332 -0.02 -0.03 0.00
Te 0.515 -1.886 -2.218 0.42 -1.06 -0.61
C 0.991 -3.947 -1.840 -0.14 0.18 -0.02
C 2.310 -4.364 -1.690 0.02 0.07 0.00
C 2.600 -5.684 -1.373 0.04 -0.03 0.02
C 1.572 -6.600 -1.199 -0.01 -0.01 0.00
C 0.254 -6.194 -1.350 0.00 -0.05 0.02
C -0.033 -4.873 -1.666 -0.06 0.06 0.00
C 0.912 -2.043 -4.312 -0.13 0.05 0.16
C 2.172 -1.779 -4.833 0.08 0.04 0.10
C 2.403 -1.888 -6.198 0.03 -0.01 -0.07
C 1.373 -2.254 -7.052 -0.01 0.00 0.02
C 0.108 -2.503 -6.539 0.00 -0.01 -0.04
C -0.121 -2.395 -5.175 -0.07 0.00 0.04
H 3.115 -3.650 -1.824 0.01 -0.02 0.01
H 3.630 -5.999 -1.257 0.00 0.01 -0.01
H 1.798 -7.628 -0.947 0.00 0.00 -0.01
H -0.552 -6.906 -1.221 0.00 0.01 0.01
H -1.062 -4.551 -1.775 0.00 -0.04 0.01
H 2.977 -1.488 -4.169 0.00 -0.01 -0.01
H 3.390 -1.690 -6.596 0.00 0.01 0.02
H 1.554 -2.342 -8.116 0.00 0.01 0.00
H -0.702 -2.785 -7.201 0.00 0.00 0.00
H -1.108 -2.587 -4.770 0.00 -0.02 -0.04
```
Positions in Å, forces in eV/Å.

2.
ORCA calculation (ωB97M-V/def2-TZVPD) on a molecular structure, C21H35AsF6NO7ReS2Sb at a distorted geometry.

Properties
- Multiplicity: 2
- LUMO (spin up / spin down): -8.12 / -7.77 eV
- Charge: +2

```
75
Properties=species:S:1:pos:R:3:forces:R:3
Re -0.171 0.265 -0.603 0.29 0.40 -0.42
C 0.501 -0.228 3.982 0.03 0.04 0.06
C 0.429 -1.010 2.683 -0.47 -0.13 -0.22
C 0.679 -2.498 2.889 0.09 -0.10 0.03
O -0.851 -0.854 2.056 0.20 -0.11 0.12
C 1.525 -0.516 1.740 0.10 0.12 0.20
O 2.632 -0.259 2.040 0.25 0.16 -0.14
O 1.138 -0.491 0.375 0.40 -0.90 0.95
H -0.214 -0.642 4.692 0.00 -0.01 -0.01
H 0.272 0.829 3.823 0.01 -0.01 -0.01
H 1.500 -0.297 4.408 -0.01 0.01 0.02
H -0.122 -2.917 3.498 0.00 0.04 0.01
H 1.628 -2.644 3.404 0.00 -0.03 -0.01
H 0.716 -3.033 1.938 -0.01 0.02 0.04
H -1.249 -0.041 2.395 -0.01 -0.13 -0.01
F 0.749 4.950 1.193 -0.07 -0.08 0.08
C 0.047 4.013 1.781 0.07 0.02 -0.10
F 0.769 3.346 2.660 -0.04 0.08 -0.03
F -1.053 4.481 2.314 0.08 0.00 0.01
S -0.448 2.755 0.488 0.10 -0.34 -0.12
O 0.781 2.231 -0.215 -0.90 0.46 0.58
O -1.131 1.627 1.161 0.50 0.73 -0.46
N -1.378 3.547 -0.479 0.07 -0.09 -0.25
S -1.694 2.881 -1.878 -0.37 -0.92 0.45
O -2.959 3.195 -2.417 0.20 -0.06 0.21
O -1.411 1.352 -1.787 -0.05 1.27 -0.35
C -0.396 3.511 -3.073 -0.12 -0.06 0.17
F -0.942 3.505 -4.262 0.16 0.02 -0.08
F 0.656 2.700 -3.033 0.09 0.10 -0.09
F -0.060 4.718 -2.689 0.04 0.00 -0.15
C -2.363 -1.882 -2.687 0.03 0.13 -0.11
As -1.749 -1.612 -0.888 -0.60 -0.50 -0.21
C -3.402 -1.196 0.013 0.01 0.14 0.10
C -1.284 -3.378 -0.171 0.03 0.20 0.00
C -2.240 -4.412 -0.683 0.09 -0.05 0.13
C -3.362 -4.747 0.066 -0.16 -0.04 0.02
C -4.240 -5.725 -0.387 0.02 0.09 0.09
C -4.000 -6.367 -1.591 -0.04 -0.05 -0.06
C -2.881 -6.038 -2.344 0.06 0.06 -0.01
C -2.005 -5.064 -1.889 0.03 -0.09 -0.10
H -3.107 -2.675 -2.673 -0.03 -0.04 -0.03
H -1.547 -2.152 -3.350 0.03 -0.07 -0.04
H -2.816 -0.954 -3.033 0.00 0.00 -0.01
H -4.185 -1.819 -0.413 -0.04 -0.05 0.02
H -3.655 -0.147 -0.135 -0.01 -0.01 -0.03
H -3.300 -1.397 1.077 0.01 0.00 0.01
H -1.367 -3.233 0.904 0.05 -0.08 0.05
H -0.249 -3.593 -0.423 0.05 -0.03 -0.01
H -3.542 -4.260 1.018 0.00 -0.03 -0.01
H -5.102 -5.993 0.209 0.01 0.02 -0.01
H -4.681 -7.133 -1.940 0.01 0.01 0.01
H -2.688 -6.548 -3.278 0.01 0.01 0.02
H -1.120 -4.824 -2.471 -0.01 -0.02 0.01
C -0.172 -0.126 -5.024 0.07 0.09 -0.08
C 1.256 0.041 -4.515 0.08 0.11 -0.02
Sb 1.540 -0.558 -2.503 -0.59 -0.04 -0.14
C 3.454 0.038 -1.844 0.07 0.01 -0.20
C 4.562 -0.448 -2.779 0.04 0.05 0.13
C 1.568 -2.671 -2.625 0.16 -0.09 -0.09
C 2.050 -3.196 -3.977 0.02 -0.08 0.04
H -0.247 0.275 -6.035 -0.01 -0.01 0.00
H -0.899 0.404 -4.407 0.00 0.00 0.03
H -0.464 -1.173 -5.074 -0.01 -0.04 0.02
H 1.606 1.070 -4.595 -0.02 -0.04 -0.03
H 1.956 -0.585 -5.071 0.00 0.05 -0.07
H 3.538 -0.368 -0.838 0.09 0.01 0.05
H 3.425 1.125 -1.770 0.07 0.03 0.06
H 4.526 -1.527 -2.938 0.00 0.01 0.02
H 5.532 -0.223 -2.335 0.00 0.01 -0.04
H 4.525 0.046 -3.751 -0.03 -0.02 0.00
H 0.554 -3.002 -2.415 -0.06 -0.10 0.01
H 2.208 -3.013 -1.809 -0.03 -0.05 0.02
H 1.398 -2.886 -4.795 0.00 0.00 0.03
H 2.062 -4.287 -3.965 0.00 0.02 -0.01
H 3.063 -2.866 -4.209 -0.03 0.01 0.00
```
Positions in Å, forces in eV/Å.

3.
ORCA calculation (ωB97M-V/def2-TZVPD) on C3H6N2O in the gas phase at a distorted geometry.

Properties
- SMILES: O=CNN1CC1
- LUMO: 0.95 eV

```
12
Properties=species:S:1:pos:R:3:forces:R:3
O -3.128 -0.116 0.139 2.06 0.78 -0.34
C -1.966 0.208 -0.163 -2.90 0.74 -0.84
N -0.937 -0.607 -0.095 3.49 -2.81 0.55
N 0.361 -0.306 -0.662 0.59 1.74 -0.24
C 1.611 -0.534 0.171 -0.76 0.78 -1.04
C 1.010 0.789 0.161 -0.89 1.79 -2.06
H -1.691 1.201 -0.654 -0.30 -0.81 0.80
H -0.970 -1.621 0.043 -0.99 0.71 0.17
H 2.565 -0.724 -0.332 -0.75 0.03 -0.36
H 1.463 -1.126 0.994 -0.28 -1.24 2.13
H 1.351 1.631 -0.502 0.24 -1.14 0.77
H 0.330 1.205 0.901 0.49 -0.57 0.45
```
Positions in Å, forces in eV/Å.

Record-wise electronic energy values, in eV: -155167.684 -145631.805 -8233.161